(1)
{
  "formula": "C25H38Cl4CrF15N2O12S2",
  "method": "ωB97M-V with the def2-TZVPD basis set",
  "elements": ["Cr", "C", "C", "C", "C", "C", "C", "N", "O", "C", "C", "C", "H", "H", "H", "H", "H", "H", "H", "H", "H", "H", "H", "H", "H", "H", "H", "H", "H", "H", "C", "F", "F", "F", "S", "O", "O", "N", "S", "O", "O", "C", "F", "F", "F", "O", "H", "C", "Cl", "Cl", "H", "H", "C", "Cl", "Cl", "H", "H", "C", "C", "O", "C", "O", "C", "F", "F", "F", "H", "H", "H", "H", "H", "C", "C", "O", "C", "O", "C", "F", "F", "F", "H", "H", "H", "H", "H", "C", "C", "O", "C", "O", "C", "F", "F", "F", "H", "H", "H", "H", "H"],
  "xyz": [[-0.4236, -0.0742, 0.2248], [1.9794, 2.4772, 2.5195], [1.3896, 1.0795, 2.5012], [1.2078, 0.6297, 3.9532], [0.1774, 1.4896, 4.6865], [-1.1342, 1.6141, 3.8866], [-1.0232, 2.0179, 2.4823], [0.0605, 1.1736, 1.8742], [0.3352, 1.5541, 0.4969], [-0.7637, 3.5797, 2.2973], [-2.3536, 1.6740, 1.8327], [2.2611, 0.0086, 1.7366], [1.2959, 3.2347, 2.8203], [2.3112, 2.6931, 1.4646], [2.8529, 2.4493, 3.1556], [2.1715, 0.6994, 4.4265], [0.7872, -0.3996, 3.8874], [0.6434, 2.4323, 4.9358], [-0.0616, 1.0270, 5.6731], [-1.7505, 2.3752, 4.3876], [-1.7620, 0.6840, 3.9336], [-0.3140, 3.9552, 3.1856], [-1.7095, 4.0262, 2.1316], [-0.1632, 3.6404, 1.4125], [-3.1228, 2.2874, 2.3393], [-2.6432, 0.6583, 1.9514], [-2.4386, 1.9371, 0.7607], [3.1816, -0.2557, 2.1854], [2.4946, 0.3238, 0.7252], [1.7064, -0.9050, 1.5927], [-3.0299, -2.2100, -1.9528], [-1.8282, -2.6776, -1.9118], [-3.2946, -1.6970, -3.1581], [-3.8792, -3.1063, -1.5997], [-3.0056, -0.7975, -0.7630], [-1.9898, 0.1666, -1.2882], [-4.3052, -0.2864, -0.4344], [-2.1656, -1.3111, 0.4291], [-2.6292, -2.0919, 1.7626], [-2.1184, -1.3496, 2.9144], [-3.9589, -2.5503, 1.6757], [-1.4513, -3.5116, 1.8396], [-1.6789, -4.1773, 2.9235], [-1.5572, -4.3760, 0.7806], [-0.2013, -3.0550, 1.8293], [0.7391, -1.3360, -0.3788], [0.2927, -2.0668, -0.8891], [-0.9876, 4.1829, -1.4429], [-1.9567, 5.6312, -0.8388], [0.7247, 4.5366, -1.6074], [-1.0893, 3.3924, -0.7652], [-1.5742, 4.0064, -2.3730], [3.4546, -4.1193, 4.0762], [1.7489, -3.8977, 3.9113], [4.2231, -2.6113, 4.6673], [3.6032, -4.9791, 4.7607], [3.8541, -4.4253, 3.0556], [-4.3284, 3.8269, -3.8294], [-5.7952, 3.5363, -3.3333], [-5.7769, 3.2843, -1.8809], [-5.7895, 4.3006, -1.0402], [-5.8386, 5.4481, -1.3122], [-5.7121, 3.7772, 0.4120], [-6.9298, 3.7197, 0.9549], [-5.1834, 2.5555, 0.4388], [-4.9705, 4.6248, 1.1410], [-3.7688, 2.9125, -3.6266], [-3.9799, 4.6783, -3.2152], [-4.3791, 4.0191, -4.8818], [-6.1976, 2.6034, -3.7336], [-6.5430, 4.2761, -3.5192], [6.1578, 0.5861, -1.7507], [4.9094, 0.0993, -1.0395], [3.7221, 0.4056, -1.7917], [3.1646, -0.5314, -2.5787], [3.5103, -1.6725, -2.7175], [2.0958, 0.2354, -3.4402], [2.7867, 0.8347, -4.4028], [1.2450, -0.5027, -4.0666], [1.4117, 1.1189, -2.7255], [6.2145, 1.6414, -1.9255], [6.1524, 0.1703, -2.7517], [7.1143, 0.2635, -1.2981], [4.6714, 0.5690, -0.1047], [4.7984, -0.9748, -0.8733], [2.3930, -5.4028, -4.7645], [1.6877, -5.4632, -3.4478], [2.7105, -5.3706, -2.3829], [2.3952, -4.5773, -1.3559], [1.3487, -3.9842, -1.1640], [3.6117, -4.4329, -0.4192], [3.5451, -3.3335, 0.3381], [3.8100, -5.4894, 0.3608], [4.7190, -4.3274, -1.1637], [2.9386, -4.4576, -4.8181], [1.6618, -5.3469, -5.5530], [3.1009, -6.2601, -4.8910], [0.9018, -6.2426, -3.2264], [1.2832, -4.4867, -3.3035]],
  "forces_ev_per_angstrom": [[0.240, 0.613, 0.436], [1.612, -0.627, -2.057], [0.659, -0.368, 0.924], [-1.643, -0.711, -0.690], [-0.235, -0.924, 0.441], [-0.700, -0.532, 2.526], [0.402, 1.052, -1.476], [0.272, -0.511, -2.635], [-1.148, 0.006, 0.762], [-0.317, -2.664, -0.159], [-0.540, 1.481, -0.742], [-1.435, 1.275, -0.430], [0.025, 0.231, 0.370], [-0.228, 0.145, 1.045], [0.316, 0.265, 0.181], [0.344, -0.473, 0.314], [0.672, 0.311, 0.420], [-0.157, 0.611, -0.112], [0.161, 0.243, -0.670], [0.010, -0.123, -0.086], [0.973, 0.569, 0.184], [0.377, 0.643, 0.432], [-0.877, 0.647, -0.117], [0.431, 0.692, -0.340], [0.283, -0.310, -0.243], [-0.038, -0.751, 0.255], [0.252, 0.028, 0.379], [0.890, 0.041, 1.051], [-0.019, 0.352, -0.131], [-0.286, -0.391, 0.299], [-0.249, 2.377, -0.222], [1.669, -1.039, -0.494], [-0.152, -0.477, 0.027], [-1.192, -1.039, 0.156], [-0.347, 2.870, 0.102], [-0.962, -0.760, -0.661], [0.637, -0.828, -0.835], [1.076, -1.498, 1.913], [1.818, 1.200, 1.683], [-1.024, -0.877, -1.435], [-0.913, -0.461, -0.029], [0.574, -0.494, -2.259], [-0.274, -0.579, 1.197], [-0.288, 0.859, 0.626], [-0.297, 0.118, 0.084], [-1.219, -0.812, -1.023], [0.923, 0.866, 0.799], [-1.361, 1.828, -1.252], [0.609, -0.699, 0.106], [-0.354, -0.038, -0.253], [-0.212, -1.002, 1.039], [1.310, -0.237, 0.390], [1.045, -1.108, -0.935], [-0.920, 0.108, -0.082], [0.023, -0.681, -0.196], [0.215, 0.927, -0.166], [-0.277, 0.777, 1.394], [-2.025, -0.234, 1.731], [1.025, -0.689, 0.575], [0.025, -0.532, -0.597], [0.180, -1.043, -0.244], [-0.140, 1.438, -0.175], [0.106, 0.254, -0.256], [-0.132, 0.005, 0.070], [0.165, 0.113, 0.420], [-0.061, -0.444, -0.028], [0.234, 0.229, -0.067], [0.186, -0.345, -0.674], [0.283, 0.328, -0.534], [0.297, 0.015, 0.032], [-0.073, 0.921, -0.213], [0.366, -0.980, -0.293], [-0.674, -0.698, 0.154], [-0.745, 0.040, -1.133], [0.507, 0.591, 0.375], [-0.498, 0.524, 0.002], [1.003, -0.115, 0.833], [0.746, 1.117, -0.372], [-1.460, -1.927, -0.447], [0.080, 0.453, 0.221], [-0.291, 0.743, 0.392], [0.040, -0.344, -0.252], [-0.683, 0.061, 0.116], [0.475, 0.416, 0.573], [0.958, -0.053, 0.019], [1.003, -0.934, 0.087], [-0.125, 0.915, 1.131], [-0.312, -0.492, 0.606], [-1.408, 0.536, -0.276], [1.516, -1.138, -0.250], [0.966, 0.560, -0.478], [-0.397, -0.358, -0.026], [-0.526, -0.380, 0.500], [0.167, 0.201, -0.207], [0.175, -0.213, 0.115], [-0.278, -0.366, -0.408], [-0.647, 0.713, -0.186], [1.260, 0.575, -0.299], [-1.435, 0.414, -0.336]],
  "s_squared": 3.803,
  "homo_energy_ha": [-0.3501, -0.3717],
  "homo_lumo_gap_ha": [0.336, 0.387],
  "spin_multiplicity": 4,
  "energy_ev": -195034.3306
}

(2)
{
  "formula": "C6H10O",
  "method": "ωB97M-V with the def2-TZVPD basis set",
  "elements": ["C", "C", "O", "C", "C", "C", "C", "H", "H", "H", "H", "H", "H", "H", "H", "H", "H"],
  "xyz": [[-2.3980, -0.5131, 0.3615], [-0.3740, 0.1202, -1.3718], [-0.1887, 1.3463, -0.9453], [1.0653, 1.5644, -0.2329], [1.6918, 0.1975, -0.1066], [0.9432, -0.7515, 0.7532], [0.6772, -0.7360, -0.7467], [-3.4686, -0.5070, 0.1591], [-2.1191, 0.3016, 1.0379], [-2.0576, -1.4750, 0.7526], [-1.9047, -0.3496, -0.6033], [1.6363, 2.2431, -0.8678], [0.8366, 2.0528, 0.7190], [2.7474, 0.0758, -0.3171], [0.2001, -0.3743, 1.4559], [1.4892, -1.6180, 1.1205], [0.9402, -1.6301, -1.3006]],
  "forces_ev_per_angstrom": [[-0.086, -0.040, 0.068], [0.417, 0.112, 0.104], [0.011, -0.103, -0.292], [0.248, 0.056, 0.065], [0.174, 0.150, 0.009], [-0.025, 0.000, 0.116], [0.008, -0.113, -0.347], [-0.016, -0.075, 0.281], [-0.169, -0.174, -0.056], [-0.227, 0.110, 0.074], [-0.407, -0.120, 0.178], [0.086, -0.030, 0.160], [0.015, -0.104, -0.141], [-0.091, 0.034, 0.179], [0.095, 0.034, -0.322], [-0.187, 0.106, -0.159], [0.154, 0.156, 0.082]],
  "homo_energy_ha": -0.3012,
  "homo_lumo_gap_ha": 0.336,
  "e_above_lowest_kcal_mol": 80.1,
  "energy_ev": -8427.7651
}